Record 1
The following is a DFT calculation (wB97M-V/def2-TZVPD) of a structure of composition C34H50CdF2N12O2P.

XYZ file:
```
102
C34H50CdF2N12O2P wB97M-V/def2-TZVPD
Cd -0.179 1.482 -0.792
N 0.585 1.743 1.912
C 1.885 2.327 2.186
C 2.579 1.684 3.429
C 3.886 2.352 3.967
C 3.675 3.877 4.257
N 3.662 4.535 2.994
C 3.032 5.578 2.605
N 2.185 6.341 3.344
N 3.229 5.937 1.285
C 2.686 2.231 0.862
O 3.769 2.926 0.708
O 2.350 1.539 -0.049
H 0.020 1.714 2.751
H 0.668 0.787 1.552
H 1.760 3.383 2.426
H 2.760 0.629 3.206
H 1.845 1.738 4.239
H 4.716 2.238 3.268
H 4.162 1.844 4.896
H 4.491 4.264 4.879
H 2.748 4.010 4.834
H 3.986 3.499 1.548
H 2.258 6.345 4.344
H 1.773 7.150 2.903
H 3.635 5.203 0.723
H 2.456 6.387 0.820
F 0.948 1.974 -6.241
C -0.006 1.869 -5.284
C 0.351 1.775 -3.956
C -0.618 1.692 -2.955
C -1.981 1.706 -3.337
C -2.282 1.752 -4.698
F -3.562 1.692 -5.164
C -1.323 1.842 -5.685
C -3.032 1.696 -2.276
C -4.409 1.798 -2.518
C -5.295 1.793 -1.455
C -4.816 1.702 -0.158
C -3.444 1.620 0.002
N -2.596 1.607 -1.015
H 1.406 1.774 -3.705
H -1.604 1.893 -6.727
H -4.803 1.886 -3.514
H -6.360 1.865 -1.642
H -5.480 1.696 0.696
H -2.994 1.563 0.987
N -0.424 3.773 -0.252
C -0.515 4.912 0.052
N -0.760 6.199 0.175
C -0.436 7.158 0.999
N -0.189 8.120 1.658
N -0.197 -0.371 0.200
P -0.293 -1.856 -0.048
N 0.782 -2.774 0.886
C 0.497 -4.102 1.406
C 1.658 -4.608 2.258
C 2.978 -4.444 1.505
C 3.223 -2.963 1.134
C 1.975 -2.118 1.398
N -1.794 -2.595 0.327
C -2.390 -3.710 -0.382
C -3.212 -4.576 0.573
C -4.264 -3.727 1.286
C -3.592 -2.548 1.988
C -2.782 -1.745 0.975
N -0.080 -2.561 -1.605
C 1.243 -2.966 -2.048
C 1.112 -3.852 -3.286
C 0.385 -3.103 -4.403
C -0.968 -2.603 -3.897
C -0.771 -1.778 -2.631
H 0.343 -4.800 0.569
H -0.427 -4.096 1.997
H 1.485 -5.658 2.503
H 1.701 -4.052 3.197
H 2.930 -5.051 0.596
H 3.798 -4.830 2.114
H 3.483 -2.886 0.077
H 4.061 -2.554 1.704
H 2.052 -1.154 0.895
H 1.891 -1.916 2.476
H -1.596 -4.291 -0.845
H -3.061 -3.353 -1.184
H -2.547 -5.025 1.317
H -3.692 -5.384 0.013
H -4.822 -4.337 2.002
H -4.975 -3.343 0.546
H -2.925 -2.923 2.770
H -4.346 -1.908 2.457
H -2.241 -0.924 1.444
H -3.480 -1.312 0.238
H 1.721 -3.521 -1.242
H 1.879 -2.099 -2.297
H 0.535 -4.745 -3.023
H 2.102 -4.171 -3.624
H 0.249 -3.753 -5.271
H 0.988 -2.244 -4.715
H -1.614 -3.459 -3.675
H -1.458 -1.989 -4.657
H -1.732 -1.453 -2.223
H -0.207 -0.869 -2.881
```

Output
Kohn-Sham gap   7.5 eV
HOMO   -4.99 eV
ΔE to the lowest compared entry with this formula, charge and spin   38.9 kJ/mol
Net charge   -1

Results of the Mulliken charge analysis, in e, for atoms 1 through 5:
1. Cd 1.54
2. N -0.20
3. C 0.87
4. C -0.34
5. C -1.04



Record 2
The following is a DFT calculation (wB97M-V/def2-TZVPD) of a cluster of 2 separate species, C17H20N3O6 in total.

XYZ file:
```
46
C17H20N3O6 wB97M-V/def2-TZVPD
C -0.490 -0.883 6.239
C -1.018 0.116 5.257
O -2.015 -0.518 4.387
C -2.353 0.322 3.413
N -3.532 0.026 2.616
N -4.020 -1.099 2.570
C -4.021 -1.757 1.261
O -3.745 -1.263 0.191
O -4.415 -3.006 1.509
C -4.497 -3.826 0.305
C -4.730 -5.251 0.739
O -1.802 1.387 3.173
H 0.057 -0.365 7.026
H -1.277 -1.468 6.714
H 0.217 -1.558 5.757
H -1.509 0.953 5.767
H -0.227 0.519 4.614
H -5.326 -3.456 -0.317
H -3.558 -3.735 -0.259
H -5.066 -5.815 -0.131
H -3.794 -5.704 1.082
H -5.481 -5.347 1.531
C -7.653 -1.561 -0.566
C -7.655 -1.547 0.935
O -6.545 -0.733 1.346
C -6.683 -0.318 2.640
C -5.733 0.736 2.971
C -5.618 1.279 4.257
C -6.463 0.877 5.339
C -6.235 1.350 6.617
C -5.178 2.235 6.869
C -4.935 2.681 8.206
N -4.740 3.013 9.312
C -4.366 2.675 5.813
C -4.567 2.206 4.532
O -7.524 -0.841 3.372
H -8.326 -2.339 -0.939
H -8.023 -0.596 -0.935
H -6.644 -1.723 -0.957
H -8.589 -1.118 1.310
H -7.533 -2.540 1.386
H -5.253 1.233 2.131
H -7.263 0.169 5.129
H -6.877 1.035 7.440
H -3.564 3.389 6.002
H -3.922 2.535 3.714
```

Output
Kohn-Sham gap   4.6 eV
HOMO   -3.08 eV
ΔE to the lowest compared entry with this formula, charge and spin   95.1 kJ/mol
Net charge   -1

Results of the natural (NBO) charge analysis, in e, for atoms 1 through 5:
1. C -0.63
2. C -0.07
3. O -0.49
4. C 0.87
5. N -0.17